The following is a quantum chemistry calculation of C29H18BrF4NPRu as an isolated structure, from OMol25.

Values from the calculation:
LUMO (spin up / spin down) in eV: -9.8 / -12.9
Electronic energy in hartree: -4579.23913
Net charge: +3
<S²>: 6.06
Kohn-Sham gap (spin up / spin down) in Ha: 0.2900 / 0.1810
Multiplicity: 5

Each line ends with the Löwdin spin population.
CARTESIAN COORDINATES (ANGSTROEM)
Ru 0.651 -0.577 -1.201  2.270
Br -1.043 0.056 -3.069  0.087
P -1.183 0.601 0.290  0.207
F -4.703 4.163 -0.707  0.002
F -3.153 2.735 0.949  0.001
F -4.562 3.757 -3.382  0.000
F -2.881 1.910 -4.387  0.002
N 2.518 -0.079 -0.517  0.059
C -0.417 1.549 1.550  0.133
C -2.919 2.121 -3.087  0.003
C 0.072 0.869 2.698  0.071
C 1.014 -3.176 -2.577  0.073
C 0.652 1.587 3.715  0.014
C -0.226 2.947 1.415  0.055
C -2.265 -1.914 0.191  0.021
C -2.143 -0.743 0.952  0.052
C 0.355 3.650 2.440  0.026
C -3.049 2.544 -0.361  0.008
C 2.833 1.083 0.074  0.023
C -2.112 1.406 -2.230  0.006
C 3.504 -0.969 -0.832  0.025
C 4.823 -0.699 -0.526  0.019
C -2.141 1.612 -0.847  0.039
C 0.787 2.975 3.594  0.158
C 3.130 -4.324 -2.532  0.195
C 1.765 -4.277 -2.890  0.029
C 4.137 1.413 0.382  0.019
C -2.813 -0.616 2.176  0.017
C 3.748 -3.268 -1.855  0.007
C 3.010 -2.155 -1.531  0.124
C -3.870 3.286 -1.204  0.004
C 5.145 0.506 0.086  0.018
C -3.800 3.077 -2.573  0.001
C -3.602 -1.662 2.623  0.005
C 1.614 -2.097 -1.886  0.176
C -3.050 -2.954 0.652  0.004
C -3.715 -2.825 1.868  0.022
H 1.241 3.539 4.399  0.007
H -2.743 0.295 2.757  0.000
H 0.999 1.087 4.609  -0.001
H 4.357 2.365 0.844  0.001
H 2.013 1.753 0.294  0.001
H -3.156 -3.858 0.069  0.000
H 6.176 0.736 0.323  0.000
H 4.795 -3.350 -1.594  -0.001
H -4.137 -1.567 3.558  0.001
H -0.041 -0.205 2.782  0.001
H 1.320 -5.109 -3.420  -0.001
H 0.468 4.724 2.372  0.000
H -0.572 3.464 0.529  0.001
H 3.715 -5.198 -2.788  0.008
H -4.335 -3.636 2.226  0.001
H 5.596 -1.410 -0.778  0.001
H -1.776 -2.006 -0.776  0.006
H -0.029 -3.134 -2.869  0.003

The following is a quantum chemistry calculation of C8H3Cl3O2 in the gas phase in a non-equilibrium geometry, from OMol25.

Values from the calculation:
LUMO (spin up / spin down) in eV: -1.9 / -1.9
Electronic energy in hartree: -1837.56293
Kohn-Sham gap (spin up / spin down) in Ha: 0.2222 / 0.2224

Each line ends with the natural charge from an NBO analysis.
CARTESIAN COORDINATES (ANGSTROEM)
Cl 2.072 -2.791 -1.782  0.147
Cl 2.943 1.685 0.510  -0.002
Cl 1.718 -3.415 1.046  0.141
O -0.230 -2.690 -0.535  -0.519
O -2.256 -1.814 -0.347  -0.490
C 1.256 1.352 0.310  -0.125
C 1.061 -2.844 -0.417  0.297
C 0.331 2.392 0.376  -0.180
C -0.523 -0.223 -0.058  -0.314
C -1.466 0.819 0.043  -0.129
C -1.022 2.107 0.252  -0.242
C -1.100 -1.554 -0.300  0.809
C 0.803 0.081 0.088  -0.069
H -1.746 2.903 0.327  0.222
H 0.675 3.404 0.531  0.225
H -2.516 0.590 -0.043  0.229

The following is a quantum chemistry calculation of a 2-piece molecular cluster, C4H12S2 overall in a non-equilibrium geometry, from OMol25.

Values from the calculation:
LUMO in eV: 0.9
Electronic energy in hartree: -955.94670
Relative energy (zero: lowest compared OMol25 entry of this formula, charge and spin) in kcal per mole: 11.14
SMILES string: CSC.CSC
Kohn-Sham gap in Ha: 0.3406

Each line ends with the natural charge from an NBO analysis.
CARTESIAN COORDINATES (ANGSTROEM)
S 0.229 -0.952 -1.814  0.162
S -0.575 0.020 2.089  0.151
C 0.218 1.693 2.111  -0.721
C 1.800 -1.114 -0.864  -0.718
C -2.129 0.493 1.267  -0.741
C 0.695 0.427 -2.877  -0.749
H 0.021 2.139 1.139  0.212
H 1.378 1.082 -2.337  0.214
H 1.272 1.447 2.195  0.224
H 1.745 -2.002 -0.246  0.231
H 2.626 -1.178 -1.565  0.211
H 1.859 -0.222 -0.245  0.210
H -2.470 1.393 1.770  0.212
H -1.935 0.610 0.203  0.219
H -2.925 -0.241 1.364  0.230
H -0.143 2.333 2.908  0.214
H 1.114 0.161 -3.843  0.214
H -0.232 0.985 -3.011  0.225

The following is a quantum chemistry calculation of an isolated ion of composition C4H7FN3 and charge +1 in a non-equilibrium geometry, from OMol25.

Values from the calculation:
LUMO in eV: -5.6
Electronic energy in hartree: -420.45275
Net charge: +1
Relative energy (zero: lowest compared OMol25 entry of this formula, charge and spin) in kcal per mole: 23.98
SMILES string: N[C@@]1(F)C=NC=[NH+]C1
Kohn-Sham gap in Ha: 0.3306

Each line ends with the natural charge from an NBO analysis.
CARTESIAN COORDINATES (ANGSTROEM)
F 1.218 0.972 0.776  -0.346
N -0.817 -0.833 1.415  -0.393
N -0.310 2.061 -0.638  -0.828
N 0.571 -1.629 -0.179  -0.478
C -1.055 0.295 0.887  0.222
C 0.163 -1.640 1.068  0.398
C 0.335 -0.504 -1.029  -0.277
C 0.020 0.942 0.077  0.456
H -0.862 2.753 -0.149  0.406
H -0.509 -0.620 -1.709  0.238
H 0.452 2.490 -1.146  0.414
H 1.243 -0.214 -1.551  0.256
H 1.091 -2.411 -0.564  0.446
H -2.046 0.728 0.975  0.237
H 0.505 -2.391 1.767  0.248

The following is a quantum chemistry calculation of a 2-piece molecular cluster, C4H15N2O overall in a non-equilibrium geometry, from OMol25.

Values from the calculation:
LUMO in eV: -3.2
Electronic energy in hartree: -345.85562
Net charge: +1
Relative energy (zero: lowest compared OMol25 entry of this formula, charge and spin) in kcal per mole: 56.53
Kohn-Sham gap in Ha: 0.3349

Each line ends with the natural charge from an NBO analysis.
CARTESIAN COORDINATES (ANGSTROEM)
O -0.322 1.205 -3.717  -0.978
N -0.523 1.090 1.507  -0.624
N 0.400 -0.918 -1.459  -0.701
C 0.830 -0.395 -0.084  -0.067
C 1.782 -1.328 0.647  -0.620
C -0.450 -0.181 0.876  -0.205
C -1.743 1.259 2.273  -0.445
H 1.082 -1.647 -1.615  0.439
H -0.576 -1.375 -1.440  0.451
H 2.101 -2.109 -0.009  0.206
H 0.340 1.153 2.055  0.362
H -1.460 -0.332 0.397  0.193
H 0.394 1.844 -4.030  0.500
H -2.169 2.226 1.813  0.214
H 0.394 -0.091 -2.084  0.487
H -0.652 0.751 -4.492  0.491
H 1.262 0.587 -0.200  0.232
H 2.506 -0.735 1.063  0.245
H -0.428 -1.156 1.530  0.157
H -1.480 1.558 3.313  0.219
H -2.526 0.465 2.274  0.211
H 1.241 -1.874 1.382  0.232

The following is a quantum chemistry calculation of a 2-piece molecular cluster, C2H8N4O overall in a non-equilibrium geometry, from OMol25.

Values from the calculation:
LUMO in eV: 0.7
Electronic energy in hartree: -375.14960
Relative energy (zero: lowest compared OMol25 entry of this formula, charge and spin) in kcal per mole: 98.52
SMILES string: NC=C=O.NNN
Kohn-Sham gap in Ha: 0.3166

Each line ends with the natural charge from an NBO analysis.
CARTESIAN COORDINATES (ANGSTROEM)
O -0.632 -2.116 -0.725  -0.487
N -2.091 0.949 0.291  -0.824
N 2.419 -0.453 0.357  -0.666
N 1.251 0.324 0.429  -0.344
N 0.727 0.877 -0.770  -0.696
C -2.061 -0.466 0.454  -0.348
C -1.227 -1.277 -0.148  0.625
H 0.530 -0.137 1.025  0.364
H 0.695 0.189 -1.530  0.333
H 3.153 0.033 -0.156  0.346
H 1.330 1.640 -1.069  0.358
H -2.208 1.416 1.184  0.362
H -2.941 -0.900 0.907  0.250
H -1.227 1.274 -0.141  0.399
H 2.282 -1.355 -0.108  0.328

The following is a quantum chemistry calculation of a 2-piece molecular cluster, C4H14N2O overall in a non-equilibrium geometry, from OMol25.

Values from the calculation:
LUMO in eV: 0.9
Electronic energy in hartree: -345.50184
Relative energy (zero: lowest compared OMol25 entry of this formula, charge and spin) in kcal per mole: 46.65
SMILES string: NCCCCN.O
Kohn-Sham gap in Ha: 0.3590

Each line ends with the natural charge from an NBO analysis.
CARTESIAN COORDINATES (ANGSTROEM)
O -1.735 2.305 -2.533  -0.943
N -1.272 0.737 1.368  -0.854
N 1.221 -1.686 -1.213  -0.848
C 0.774 -1.277 1.178  -0.412
C 0.222 -1.846 -0.154  -0.221
C 0.038 1.152 0.808  -0.239
C 1.234 0.174 1.111  -0.463
H 0.088 1.336 -0.265  0.187
H 1.706 -1.819 1.443  0.205
H 0.678 -1.484 -2.041  0.367
H -0.168 -2.840 0.112  0.179
H 0.135 -1.511 2.034  0.201
H -1.723 0.063 0.766  0.353
H 1.840 -2.471 -1.342  0.366
H -1.117 0.467 2.326  0.359
H -2.404 2.892 -2.890  0.470
H 1.937 0.723 1.751  0.221
H 0.036 2.114 1.339  0.196
H -1.570 2.607 -1.635  0.474
H -0.667 -1.288 -0.408  0.178
H 1.805 0.252 0.172  0.226

What did the third record say?
The following is a quantum chemistry calculation of a 2-piece molecular cluster, C4H12S2 overall in a non-equilibrium geometry, from OMol25.

Values from the calculation:
LUMO in eV: 0.9
Electronic energy in hartree: -955.94670
Relative energy (zero: lowest compared OMol25 entry of this formula, charge and spin) in kcal per mole: 11.14
SMILES string: CSC.CSC
Kohn-Sham gap in Ha: 0.3406

Each line ends with the natural charge from an NBO analysis.
CARTESIAN COORDINATES (ANGSTROEM)
S 0.229 -0.952 -1.814  0.162
S -0.575 0.020 2.089  0.151
C 0.218 1.693 2.111  -0.721
C 1.800 -1.114 -0.864  -0.718
C -2.129 0.493 1.267  -0.741
C 0.695 0.427 -2.877  -0.749
H 0.021 2.139 1.139  0.212
H 1.378 1.082 -2.337  0.214
H 1.272 1.447 2.195  0.224
H 1.745 -2.002 -0.246  0.231
H 2.626 -1.178 -1.565  0.211
H 1.859 -0.222 -0.245  0.210
H -2.470 1.393 1.770  0.212
H -1.935 0.610 0.203  0.219
H -2.925 -0.241 1.364  0.230
H -0.143 2.333 2.908  0.214
H 1.114 0.161 -3.843  0.214
H -0.232 0.985 -3.011  0.225